(1)
Molecular formula: C9H15Br2F8InNO
Method: DFT, the ωB97M-V functional and the def2-TZVPD basis

Results
Net charge: -1
Energy relative to the best compared isomer or geometry (same formula, charge and spin): 0.0 kJ/mol
2S+1: 1
HOMO-LUMO gap: 7.061 eV

Positions of all 37 atoms, in Å:
N (-3.22717, 2.10387, 2.76942)
C (-3.53209, 0.65303, 2.61411)
In (-1.98860, -0.45118, 1.47991)
Br (-2.28698, 0.30933, -1.05483)
C (-2.04878, -2.65559, 1.47921)
C (-0.83534, -3.28849, 2.15639)
C (-0.74563, -3.05583, 3.65284)
Br (-2.27044, -3.75837, 4.64474)
H (-3.04155, 2.49326, 1.85184)
H (-2.34923, 2.19611, 3.26754)
H (-4.49971, 0.58066, 2.10900)
H (-3.67894, 0.23161, 3.61221)
H (-0.41444, 0.22211, 1.90388)
H (-2.09215, -2.99535, 0.44025)
H (-2.96692, -3.00786, 1.95696)
H (-0.77539, -4.36988, 1.97256)
H (0.08724, -2.84701, 1.75773)
H (0.11534, -3.56226, 4.08313)
H (-0.68526, -1.99536, 3.89324)
C (1.37412, 0.17702, -2.99118)
C (1.92365, -0.16340, -1.60123)
C (1.39258, 0.67159, -0.43647)
F (1.77969, 1.96277, -0.57921)
F (1.93935, 0.20014, 0.70547)
F (3.27793, -0.16681, -1.61315)
F (1.50757, -1.43940, -1.34987)
O (2.21463, 0.98063, -3.81063)
C (2.10139, 2.33067, -3.87719)
C (3.45060, 3.00762, -3.59080)
F (3.85573, 2.74364, -2.33792)
F (3.30895, 4.34894, -3.72002)
F (1.13336, 2.82384, -3.09973)
F (1.78989, 2.66317, -5.16306)
H (1.32197, -0.77718, -3.51210)
H (0.36296, 0.57748, -2.91524)
H (0.30196, 0.60292, -0.39682)
H (4.19969, 2.65358, -4.30100)



(2)
Molecular formula: C20H52N4O6
Method: DFT, the ωB97M-V functional and the def2-TZVPD basis

Results
Energy relative to the best compared isomer or geometry (same formula, charge and spin): 383.0 kJ/mol
2S+1: 1
HOMO-LUMO gap: 9.152 eV
SMILES: COC[C@H](C)N.COC[C@H](C)N.COCCNCCOC.COCCNCCOC

Positions of all 82 atoms, in Å:
C (0.77806, 0.45629, 7.29307)
O (0.99185, 0.68751, 5.92373)
C (1.09103, -0.50410, 5.16584)
C (2.43648, -1.31170, 5.28469)
N (3.47994, -0.50289, 4.73861)
C (3.94815, 0.49784, 5.71229)
C (5.30445, 1.10041, 5.25959)
O (4.87927, 1.98720, 4.28818)
C (5.27015, 1.56845, 2.99101)
H (-0.25963, 0.16042, 7.44717)
H (0.97433, 1.31526, 7.93475)
H (1.52791, -0.18999, 7.74930)
H (0.88879, -0.42083, 4.09801)
H (0.16085, -0.96003, 5.50494)
H (2.24894, -2.28298, 4.82695)
H (2.75408, -1.55195, 6.29934)
H (3.23695, 0.07569, 3.94722)
H (4.00863, -0.01825, 6.67046)
H (3.27529, 1.34779, 5.82611)
H (5.83163, 0.22209, 4.88712)
H (5.82555, 1.65401, 6.04067)
H (6.31234, 1.47558, 2.68558)
H (4.78863, 2.17663, 2.22526)
H (4.93066, 0.59138, 2.64724)
C (0.18836, 8.03028, -1.31328)
O (1.04075, 8.26041, -2.35868)
C (2.33412, 8.87861, -2.02979)
C (2.57396, 10.10220, -3.04125)
N (1.45673, 11.05787, -3.02913)
C (1.52416, 11.83725, -1.78622)
C (0.19936, 12.60039, -1.47208)
O (-0.72754, 12.00802, -0.68104)
C (-1.84901, 11.55090, -1.33579)
H (0.79263, 7.66508, -0.48287)
H (-0.45913, 7.27778, -1.76341)
H (-0.26770, 8.94972, -0.94620)
H (3.17175, 8.18940, -2.13693)
H (2.49718, 9.17453, -0.99347)
H (2.74088, 9.73231, -4.05290)
H (3.40995, 10.71966, -2.71270)
H (0.64804, 10.45284, -3.03787)
H (2.38039, 12.51177, -1.78731)
H (1.71308, 11.26495, -0.87799)
H (-0.12531, 13.22509, -2.30420)
H (0.44631, 13.35802, -0.72836)
H (-2.34835, 12.30871, -1.93950)
H (-2.59845, 11.16757, -0.64332)
H (-1.66885, 10.72425, -2.02302)
C (-4.91464, -13.15167, -1.85149)
C (-6.26012, -13.77946, -1.34904)
C (-7.24860, -12.61286, -1.13339)
O (-8.43062, -12.91665, -0.36545)
C (-8.44937, -13.91931, 0.65396)
N (-6.88984, -14.65602, -2.33794)
H (-4.90037, -12.79929, -2.88286)
H (-4.18022, -13.93521, -1.66492)
H (-4.78996, -12.32459, -1.15258)
H (-6.10237, -14.30544, -0.40747)
H (-7.48834, -12.12706, -2.07924)
H (-6.72273, -11.87133, -0.53198)
H (-9.52242, -14.01117, 0.82196)
H (-8.09845, -13.52181, 1.60630)
H (-8.16295, -14.92339, 0.34111)
H (-7.70638, -15.14616, -2.00160)
H (-7.21774, -14.09943, -3.11433)
C (1.92543, -1.29924, -5.48895)
C (1.54875, -0.63331, -4.17221)
C (1.51120, -1.73125, -3.07563)
O (0.50701, -2.64046, -3.52870)
C (0.54695, -3.86753, -2.72008)
N (2.48719, 0.34082, -3.82919)
H (2.06493, -0.49285, -6.20891)
H (1.37332, -2.21949, -5.67977)
H (2.91581, -1.75442, -5.48190)
H (0.62098, -0.08744, -4.34358)
H (1.14876, -1.27537, -2.15428)
H (2.44629, -2.27722, -2.95060)
H (0.56573, -3.53104, -1.68348)
H (1.47530, -4.42670, -2.83669)
H (-0.34406, -4.49531, -2.72845)
H (2.44929, 1.01545, -4.57987)
H (2.08462, 0.85477, -3.05855)



(3)
Molecular formula: C15H16FN3O2S
Method: DFT, the ωB97M-V functional and the def2-TZVPD basis

Results
Energy relative to the best compared isomer or geometry (same formula, charge and spin): 146.7 kJ/mol
2S+1: 1
HOMO-LUMO gap: 8.698 eV
SMILES: C=CCn1c(COC)nnc1SCC(=O)c1ccc(F)cc1

Positions of all 38 atoms, in Å:
C (3.37745, 1.62653, -1.37486)
C (3.22315, 1.41966, -0.08176)
C (1.88541, 1.38310, 0.60037)
N (1.61492, 0.05895, 1.10605)
C (1.12976, -1.00986, 0.41160)
N (1.05081, -2.06462, 1.17758)
N (1.48290, -1.70625, 2.39433)
C (1.83043, -0.45119, 2.35841)
C (2.35435, 0.34877, 3.50225)
O (1.55018, 1.47326, 3.78950)
C (0.30164, 1.13595, 4.34983)
H (-0.22046, 2.07496, 4.52088)
H (0.43029, 0.60608, 5.29982)
H (-0.28672, 0.50503, 3.67481)
H (3.34490, 0.74867, 3.26329)
H (2.43224, -0.31727, 4.37106)
S (0.69853, -0.91563, -1.26713)
C (-0.28457, -2.44830, -1.38858)
C (-1.74927, -2.17722, -1.10284)
O (-2.32804, -2.78038, -0.23146)
C (-2.42509, -1.13680, -1.91764)
C (-1.90441, -0.63163, -3.10883)
C (-2.59434, 0.33221, -3.81821)
C (-3.80604, 0.78934, -3.32757)
C (-4.35101, 0.30356, -2.15093)
C (-3.65481, -0.66274, -1.45482)
H (-4.04657, -1.06948, -0.53469)
H (-5.29888, 0.68047, -1.80102)
F (-4.47283, 1.73182, -4.01721)
H (-2.20791, 0.73150, -4.74253)
H (-0.96326, -0.98712, -3.49711)
H (0.11497, -3.14066, -0.64739)
H (-0.14286, -2.83629, -2.39678)
H (1.09379, 1.64502, -0.10858)
H (1.86296, 2.07166, 1.45023)
H (4.07420, 1.23337, 0.55967)
H (4.34965, 1.63696, -1.83611)
H (2.53453, 1.79860, -2.02361)



(4)
Molecular formula: C18H18FLaO
Method: DFT, the ωB97M-V functional and the def2-TZVPD basis

Results
Energy relative to the best compared isomer or geometry (same formula, charge and spin): 53.2 kJ/mol
2S+1: 1
HOMO-LUMO gap: 7.908 eV

Positions of all 39 atoms, in Å:
C (1.21320, -1.94152, 3.61299)
C (-0.08431, -2.47863, 3.92560)
C (-0.73945, -2.79132, 2.68409)
H (-0.50573, -2.62160, 4.92577)
C (0.16839, -2.49223, 1.62076)
C (1.35613, -1.96202, 2.19287)
H (2.25489, -1.69718, 1.63207)
H (1.97316, -1.64052, 4.34628)
H (-1.73469, -3.23982, 2.59623)
H (0.01364, -2.71550, 0.56277)
C (-0.99974, 2.64987, 2.04865)
C (-0.93160, 2.61494, 3.48144)
C (0.42426, 2.31744, 3.84670)
H (-1.77231, 2.72607, 4.17331)
C (1.17402, 2.17744, 2.63715)
C (0.30948, 2.42759, 1.53867)
H (0.61228, 2.51090, 0.49305)
H (-1.88711, 2.88956, 1.46077)
H (0.79298, 2.18850, 4.87168)
H (2.24701, 1.99544, 2.55748)
La (-0.70968, -0.03705, 3.10081)
O (-0.21954, -0.43785, -1.11724)
C (-1.60480, -0.82912, -1.37833)
C (-0.39203, -1.21590, -2.25512)
H (-1.97167, -1.48345, -0.58060)
H (-2.33086, -0.20002, -1.89404)
H (-0.03122, -2.25348, -2.21467)
H (1.28044, -1.95115, -4.22704)
C (0.84488, -0.94886, -4.39078)
C (-0.07643, -0.42654, -3.45696)
C (-0.37015, 0.94774, -3.48212)
H (-0.84566, 1.42906, -2.63781)
C (0.06482, 1.71754, -4.54650)
H (-0.16988, 2.77025, -4.57005)
C (0.81793, 1.17144, -5.58453)
H (1.23791, 1.79460, -6.38344)
C (1.23663, -0.16575, -5.47579)
H (1.87986, -0.60778, -6.24279)
F (-2.52504, -0.19111, 2.12866)



(5)
Molecular formula: C5H14N2O
Method: DFT, the ωB97M-V functional and the def2-TZVPD basis

Results
Energy relative to the best compared isomer or geometry (same formula, charge and spin): 300.6 kJ/mol
2S+1: 1
HOMO-LUMO gap: 9.236 eV
SMILES: CC(C)C(N)=O.CN

Positions of all 22 atoms, in Å:
C (0.97716, -0.80835, 0.41583)
C (1.78558, 0.40387, 0.87983)
C (1.67638, -1.57342, -0.70339)
C (-0.87782, -0.76080, 0.21971)
N (-1.43536, -0.27291, 1.39035)
O (-1.37034, -1.69266, -0.39021)
H (0.94912, -1.49246, 1.27318)
H (-0.84753, 0.19825, 2.06271)
H (-2.23069, -0.80368, 1.71955)
H (1.27864, 0.94541, 1.68683)
H (2.67515, -1.91879, -0.40682)
H (1.92961, 1.11457, 0.05674)
H (2.78589, 0.12275, 1.23428)
H (1.77796, -0.95258, -1.60205)
H (1.12570, -2.48450, -0.95822)
C (-1.80399, 1.88864, -0.80648)
N (-0.96884, 0.75260, -1.18822)
H (-1.38274, 0.19736, -1.93653)
H (0.04942, 0.61276, -0.84321)
H (-1.94290, 2.57121, -1.64624)
H (-1.35917, 2.41295, 0.03953)
H (-2.79122, 1.53976, -0.49717)



(6)
Molecular formula: C15H24N5O2S
Method: DFT, the ωB97M-V functional and the def2-TZVPD basis

Results
Net charge: +1
Energy relative to the best compared isomer or geometry (same formula, charge and spin): 1162.5 kJ/mol
2S+1: 1
HOMO-LUMO gap: 8.398 eV

Positions of all 47 atoms, in Å:
C (4.89500, 0.35133, 2.29707)
N (4.06247, -0.36386, 1.16282)
S (2.35980, -0.07961, 1.20241)
O (2.05302, -0.28554, -0.13315)
O (2.41397, 1.21198, 1.63970)
C (2.02717, -1.26872, 2.47067)
C (0.55395, -1.40304, 2.74206)
H (0.40491, -2.19779, 3.59279)
C (-0.14777, -2.64127, 1.61080)
H (-0.49424, -3.42848, 2.04023)
H (0.45278, -2.90201, 1.01147)
C (-1.35888, -2.07298, 0.93885)
H (-2.06198, -1.80358, 1.39180)
H (-1.76267, -2.57620, 0.09278)
C (-0.82275, -0.68322, 0.26047)
N (-1.65188, 0.09546, -0.64189)
C (-1.05616, 0.76052, -1.84961)
N (0.24329, 0.94875, -1.77478)
C (0.68429, 1.46052, -2.88901)
N (0.17182, 2.10466, -3.75029)
C (-1.05880, 1.73562, -3.89319)
N (-1.97508, 2.26090, -4.66216)
C (-3.29689, 1.76958, -4.49709)
C (-3.24172, 1.22084, -3.23338)
C (-1.94035, 0.84447, -2.93491)
H (-4.13072, 0.66512, -3.00455)
H (-3.88217, 2.05378, -5.33573)
H (-1.79176, 2.62316, -5.66038)
H (1.93409, 1.73872, -2.64334)
H (0.81621, 0.59900, -1.09177)
C (-3.20684, -0.12608, -0.54468)
H (-3.49273, 0.82850, -0.85403)
H (-3.63891, -0.80016, -1.17797)
H (-3.22969, -0.22206, 0.42717)
C (-0.61840, 0.44732, 1.46744)
H (-1.79654, 0.94763, 1.68001)
H (0.12039, 0.98640, 1.12373)
C (-0.43598, -0.06146, 2.93169)
H (0.16387, 0.40460, 3.46946)
H (-1.34212, -0.52900, 3.50201)
H (0.07648, -0.62582, -0.12816)
H (2.36508, -0.86953, 3.62520)
H (2.52935, -2.21783, 2.17325)
H (4.64744, -0.22523, 0.33870)
H (6.02973, -0.02781, 2.16648)
H (4.70632, 1.40111, 2.16427)
H (4.72357, -0.04868, 3.17676)



(7)
Molecular formula: C2H5FS
Method: DFT, the ωB97M-V functional and the def2-TZVPD basis

Results
Energy relative to the best compared isomer or geometry (same formula, charge and spin): 72.1 kJ/mol
2S+1: 1
HOMO-LUMO gap: 10.201 eV
SMILES: FCCS

Positions of all 9 atoms, in Å:
C (0.82111, -0.38694, -0.32938)
C (-0.35981, -0.13896, 0.62972)
F (0.70638, -1.48704, -1.04882)
S (-1.82589, 0.67544, -0.22163)
H (1.05336, 0.60071, -1.02200)
H (1.72742, -0.41806, 0.11091)
H (-0.81182, -0.98897, 0.98274)
H (-0.23406, 0.46153, 1.58771)
H (-1.07669, 1.68229, -0.68926)



(8)
Molecular formula: C3H4N2OS2
Method: DFT, the ωB97M-V functional and the def2-TZVPD basis

Results
Energy relative to the best compared isomer or geometry (same formula, charge and spin): 63.8 kJ/mol
2S+1: 1
HOMO-LUMO gap: 9.433 eV
SMILES: Oc1n[nH]c(S)c1S

Positions of all 12 atoms, in Å:
C (-0.94707, 0.81271, -0.02032)
C (0.84679, -0.35350, 0.50411)
C (0.00125, -0.10018, -0.55744)
H (-2.40682, 1.94038, -0.07056)
H (0.81241, 0.39443, 2.45289)
H (2.27880, -1.66839, -0.68065)
H (-0.71196, -1.74749, -2.13241)
N (-0.71389, 1.09823, 1.23788)
N (0.39540, 0.36198, 1.54068)
O (-1.96321, 1.34592, -0.70763)
S (2.26491, -1.38476, 0.63235)
S (0.14339, -0.69932, -2.19890)